C16H56N14O12 | ωB97M-V/def2-TZVPD

Geometry as XYZ:
```
98
Properties=species:S:1:pos:R:3:forces:R:3
O -6.88600 20.31400 -13.21600 0.5 0.3 -0.7
C -5.37000 20.73100 -10.38900 1.5 0.9 0.5
H -7.92700 22.02700 -13.07600 -0.3 0.7 0.0
C -9.16800 20.46800 -13.94900 1.5 -0.2 -0.7
H -11.34600 18.09600 -12.43000 0.4 -0.7 -2.0
O -8.78500 24.13500 -10.84900 0.3 0.3 -0.1
H -9.09100 19.20400 -10.18500 -1.2 0.7 0.2
H -6.44700 20.74400 -13.96500 0.1 -0.3 0.5
H -10.12200 20.73200 -13.61100 -1.6 0.2 0.5
H -9.57000 23.95100 -8.45800 -0.3 1.6 1.1
C -8.60100 23.00800 -10.02700 -0.9 1.3 0.9
H -9.42600 20.29600 -17.08400 0.2 -0.8 -0.1
H -11.88400 20.94900 -12.11300 0.0 1.2 -0.8
H -11.19200 17.88700 -10.15000 -1.4 0.3 -2.0
O -3.71600 21.80400 -8.85400 0.0 0.8 1.6
O -5.45500 22.92400 -12.67500 -0.6 4.0 5.1
H -9.69100 18.54900 -18.54500 -0.1 0.1 -0.8
H -9.08300 19.38000 -14.12500 0.0 0.5 0.2
C -8.10400 20.96900 -12.98600 0.0 -0.4 0.3
H -10.54800 16.55900 -15.47500 0.0 0.1 0.7
H -6.76600 18.85400 -12.48700 0.5 -1.1 0.1
C -11.87100 22.88000 -14.13600 1.3 0.3 -0.6
H -5.63200 20.49200 -17.39900 0.7 -0.3 0.2
H -8.02000 19.14600 -6.92500 -0.8 -0.1 -1.3
H -9.01200 20.99900 -14.89300 -0.1 -0.2 -0.2
O -7.47400 24.25000 -14.65300 1.3 -5.1 -4.0
H -5.80100 19.78000 -10.56400 -0.8 -0.8 0.5
C -6.10800 17.09900 -11.55600 -1.3 -7.9 3.7
H -7.91000 24.37000 -11.18200 -0.3 0.3 -0.5
H -6.08200 21.50200 -10.04300 0.0 -0.8 -0.2
N -6.54900 18.76100 -16.06000 -3.6 -3.3 -0.1
C -7.67400 18.72600 -8.76300 7.5 -4.7 -3.1
H -3.36100 20.21300 -9.88500 1.3 -1.5 -1.1
C -5.67400 23.87800 -11.71200 -0.2 -3.1 -6.9
C -9.05800 18.38400 -17.69400 -1.1 -0.5 -0.7
H -6.77100 17.95900 -15.42800 0.2 1.3 -0.6
H -8.17900 17.81900 -18.02900 0.0 0.5 0.3
N -6.93800 17.90700 -12.09700 -2.9 2.2 -2.4
H -4.73700 18.40000 -12.10400 0.4 -0.6 0.4
H -10.66800 22.83300 -9.34700 0.1 0.4 -0.1
H -9.65900 17.73700 -17.05900 0.2 0.1 0.5
H -13.21800 20.62200 -11.34400 0.4 -0.8 -0.5
H -4.85300 22.97600 -10.11600 0.2 0.5 -0.5
N -11.77100 18.34200 -10.94900 2.3 -4.1 5.7
C -7.07600 23.17700 -15.46800 -1.2 5.2 3.9
H -8.70300 22.13400 -10.59000 0.1 -1.5 -0.8
H -7.37500 19.20800 -16.53600 1.6 -0.3 0.8
H -7.63900 23.01200 -9.51800 0.3 0.0 -0.1
H -11.31400 18.40100 -14.16300 -0.7 0.3 -0.4
N -8.22200 18.82600 -9.94600 3.8 -2.0 -3.5
H -11.06800 24.15500 -12.61300 0.6 -0.8 -0.7
O -9.24400 16.80300 -12.50700 -5.2 0.8 -4.6
C -5.45500 19.37000 -15.75500 2.9 -3.2 8.4
C -10.80000 23.22600 -13.19100 0.7 2.0 0.0
C -9.66800 23.04800 -8.96300 0.4 -2.4 -0.9
O -10.39800 20.16400 -10.58400 -6.0 -1.7 -1.5
H -9.87900 23.30400 -13.77500 0.2 0.7 0.3
H -9.12300 15.87500 -14.85200 -0.4 0.8 0.6
C -11.56600 19.62100 -10.96900 9.0 1.9 3.0
N -7.70600 22.88200 -16.59500 -1.6 -0.6 -2.4
H -6.15100 25.83200 -11.52500 -0.1 0.0 0.0
N -6.02100 22.45600 -15.20900 1.8 -0.9 1.9
N -4.88300 17.53800 -11.57700 3.1 1.0 -0.1
H -9.39400 22.19600 -8.34800 -0.3 0.0 0.7
N -9.88100 16.55200 -14.70800 1.6 -2.2 -4.2
H -4.17400 17.17000 -10.97100 -0.1 -0.1 0.0
H -5.66600 21.59600 -15.71100 -1.2 1.8 0.6
H -4.14500 20.81800 -16.39200 -2.6 -1.6 -0.5
H -8.60800 23.28400 -16.78300 0.2 0.3 0.0
C -10.13000 17.06200 -13.54700 8.0 -3.7 6.3
O -6.45900 18.14000 -8.45100 -5.1 3.1 -1.5
H -9.38200 19.55400 -7.93900 1.3 -0.5 -0.6
N -5.10400 20.31300 -16.54500 4.4 4.7 -3.3
H -12.72800 18.11900 -11.01300 -1.2 -0.9 -0.1
H -4.46900 19.94400 -8.54500 -0.3 -0.5 -0.1
H -7.60800 18.45800 -10.74800 -1.5 0.6 1.6
H -6.70800 25.06800 -12.94800 -0.3 -0.1 -1.5
H -3.45500 21.59100 -7.92500 -0.3 0.6 -1.3
H -5.68600 22.62900 -14.22300 0.1 0.2 -0.7
C -4.19800 20.56800 -9.38400 -1.6 0.4 0.0
H -13.74100 22.86800 -14.00600 -1.9 0.1 -1.2
H -8.33700 20.76100 -11.94800 -0.3 -0.1 0.1
H -7.85200 17.49800 -12.26100 -0.2 0.0 -0.2
N -8.43800 19.13500 -7.88300 -4.1 3.2 9.8
O -13.03500 22.79800 -13.41500 -0.4 -1.2 2.0
O -8.72200 19.62300 -17.10600 -0.3 0.7 -0.2
N -12.39700 20.15600 -11.78700 -4.3 5.2 -2.5
H -7.36700 22.18700 -17.27800 -0.3 0.7 1.0
N -5.28100 23.82600 -10.49700 2.1 -2.1 3.2
H -11.51600 21.97300 -14.67300 -0.9 0.1 -0.1
N -11.17700 17.74300 -13.42600 -4.4 3.7 2.1
O -6.52400 15.90600 -11.01200 2.3 5.3 -2.5
H -5.00000 20.99900 -11.38000 0.1 0.5 0.2
H -10.58700 22.47300 -12.49200 0.1 -1.2 1.2
O -4.82800 19.11400 -14.59300 -1.6 1.1 -5.1
H -11.98300 23.71900 -14.80300 0.2 0.1 -0.9
N -6.39800 24.98700 -12.01400 0.4 0.3 0.6
H -5.59800 24.41100 -9.75700 -0.4 0.7 -0.1
```
Forces are in eV/Å.

The highest occupied orbital energy is -7.1 eV. As for the SMILES: NC(N)=O.NC(N)=O.NC(N)=O.NC(N)=O.NC(N)=O.NC(N)=O.NC(N)=O.CCO.CCO.CCO.CCO.CO. As for the lowest unoccupied orbital energy: -0.53 eV. Its energy above the lowest of the compared OMol25 structures with the same formula, charge and spin is 110.7 kJ/mol. The calculation puts the gap between HOMO and LUMO at 0.241 hartree.